{"formula": "C4H8N4O", "method": "the ωB97M-V functional and the def2-TZVPD basis", "symbols": ["N", "C", "C", "C", "C", "N", "N", "N", "O", "H", "H", "H", "H", "H", "H", "H", "H"], "xyz": [[2.45, -0.44, -0.15], [1.66, -1.59, -0.04], [0.31, -1.65, -0.04], [-0.85, -0.75, -0.15], [-0.69, 0.71, -0.05], [0.30, 1.44, -0.18], [0.12, 2.81, 0.12], [-2.04, -1.31, 0.07], [-3.05, -0.34, -0.04], [3.28, -0.73, 0.56], [2.07, 0.39, 0.12], [2.21, -2.56, 0.13], [-0.02, -2.59, 0.12], [-1.74, 1.24, 0.08], [-0.91, 3.16, 0.22], [0.75, 3.20, -0.46], [-3.85, -0.99, -0.32]], "relative_energy_kj_mol": 556.6, "smiles": "N\\C=C/C(/C=N/N)=N/O", "e_homo_ev": -7.93, "largest_force_ev_per_a": 7.13, "homo_lumo_gap_ev": 8.31}